<a>
DFT (ωB97M-V/def2-TZVPD) results for a structure of composition CH3IO3S.

Output
frontier orbital gap (spin up / spin down) = 0.226 / 0.317 hartree
LUMO energy (spin up / spin down) = -2.03 / -0.65 eV

Cartesian coordinates (Å):
I1 -3.785 0.190 0.109
S1 -1.397 -2.402 0.049
O1 -2.221 0.805 0.915
O2 -2.164 -1.622 -0.851
O3 -0.136 -1.668 0.617
C1 0.233 -0.314 0.260
H1 -0.606 0.419 0.196
H2 1.061 -0.069 0.867
H3 0.732 -0.171 -0.795

---

<b>
DFT (ωB97M-V/def2-TZVPD) results for a structure of composition CH3IO3S.

Output
frontier orbital gap (spin up / spin down) = 0.297 / 0.260 hartree
LUMO energy (spin up / spin down) = -1.15 / -1.72 eV

Cartesian coordinates (Å):
I1 -1.089 0.055 -4.091
S1 1.729 1.105 -2.016
O1 -2.596 -0.368 -3.112
O2 0.508 1.547 -2.607
O3 1.364 0.291 -0.623
C1 0.163 -0.420 -0.417
H1 0.147 -1.270 -1.038
H2 0.214 -0.521 0.633
H3 -0.605 0.307 -0.572

---

Ranked by calculated energy, most stable first: <b>, <a>.